1.
62
Properties=species:S:1:pos:R:3:lowdin_charge:R:1 method="wB97M-V/def2-TZVPD" homo_energy_ha=-0.311 largest_force_ev_per_a=1.00 de_lowest_kcal_mol=28.47 total_energy_ev=-60356.246 smiles="COc1ccc(Cl)cc1NS(=O)(=O)c1cccc(C(=O)NCC2(N(C)C)CCCCC2)c1" orbital_gap_ev=8.86
C 2.208 5.933 2.819 -0.075
H 1.329 6.044 3.461 0.099
H 2.153 6.650 1.994 0.098
H 3.107 6.125 3.404 0.096
O 2.339 4.613 2.346 -0.088
C 1.329 4.092 1.587 -0.209
C 0.181 4.769 1.212 -0.013
C -0.788 4.146 0.436 -0.105
C -0.593 2.840 0.038 -0.659
C 0.548 2.140 0.397 -0.039
C 1.515 2.757 1.172 -0.213
N 2.681 2.088 1.520 -0.032
S 2.671 0.455 1.954 0.682
O 3.887 0.267 2.684 -0.276
O 1.424 0.113 2.575 -0.273
C 2.769 -0.351 0.363 -0.282
C 1.728 -1.174 -0.014 -0.018
C 1.747 -1.767 -1.272 -0.098
C 2.841 -1.542 -2.104 0.006
C 3.887 -0.727 -1.705 -0.043
C 3.851 -0.114 -0.461 -0.045
H 4.644 0.530 -0.118 0.119
H 4.727 -0.566 -2.362 0.110
H 2.850 -2.028 -3.068 0.122
C 0.647 -2.665 -1.767 -0.449
O 0.831 -3.471 -2.662 0.070
N -0.532 -2.481 -1.160 0.089
H -0.675 -1.816 -0.408 0.111
C -1.709 -3.275 -1.411 -0.106
H -1.593 -4.271 -0.968 0.131
H -1.811 -3.416 -2.487 0.118
C -2.933 -2.543 -0.807 -0.425
N -2.465 -1.978 0.477 -0.229
C -3.200 -0.857 1.029 -0.091
H -3.138 0.003 0.369 0.031
H -4.256 -1.083 1.236 0.091
H -2.725 -0.582 1.971 0.090
C -2.211 -2.959 1.518 -0.085
H -3.127 -3.313 2.010 0.090
H -1.580 -2.493 2.277 0.089
H -1.676 -3.816 1.118 0.083
C -4.116 -3.514 -0.641 -0.131
H -4.917 -2.992 -0.111 0.123
C -4.656 -4.017 -1.978 -0.188
C -5.081 -2.854 -2.866 -0.199
C -3.905 -1.910 -3.092 -0.186
C -3.359 -1.408 -1.756 -0.138
H -2.509 -0.745 -1.927 0.101
H -4.154 -0.831 -1.286 0.113
H -3.131 -2.419 -3.667 0.108
H -4.229 -1.048 -3.679 0.113
H -5.450 -3.229 -3.822 0.109
H -5.896 -2.309 -2.383 0.115
H -3.891 -4.605 -2.486 0.114
H -5.509 -4.674 -1.793 0.112
H -3.814 -4.369 -0.035 0.112
H 0.936 -1.337 0.702 0.115
H 3.303 2.636 2.097 0.118
H 0.686 1.121 0.080 0.091
Cl -1.773 2.055 -0.943 0.715
H -1.679 4.681 0.151 0.105
H 0.017 5.788 1.521 0.107

=====

2.
64
Properties=species:S:1:pos:R:3:lowdin_charge:R:1 method="wB97M-V/def2-TZVPD" homo_energy_ha=-0.413 largest_force_ev_per_a=1.17 charge=+1 de_lowest_kcal_mol=4.79 total_energy_ev=-54155.071 orbital_gap_ev=8.36
Mg 0.049 0.072 -0.570 0.605
O 2.990 1.705 1.712 0.112
C 2.182 1.416 0.857 -0.447
N 1.632 0.208 0.545 0.041
C 2.137 -0.992 0.969 -0.427
O 2.885 -1.237 1.887 0.122
C 1.660 -2.113 0.052 -0.172
C 2.203 -3.381 0.182 0.022
C 1.824 -4.364 -0.718 -0.021
C 0.910 -4.048 -1.714 -0.038
C 0.403 -2.763 -1.768 -0.115
N 0.766 -1.811 -0.904 0.044
C 1.661 2.489 -0.092 -0.172
C 2.002 3.819 0.107 0.022
C 1.463 4.780 -0.730 -0.029
C 0.612 4.377 -1.752 -0.035
C 0.352 3.027 -1.902 -0.112
N 0.857 2.098 -1.088 0.065
H 2.917 -3.554 0.974 0.130
H 2.243 -5.359 -0.648 0.121
H 0.597 -4.789 -2.436 0.117
H -0.310 -2.468 -2.529 0.119
H 2.680 4.072 0.910 0.127
H 1.707 5.826 -0.602 0.118
H 0.166 5.096 -2.426 0.112
H -0.266 2.663 -2.716 0.116
C -3.709 2.112 -2.331 0.023
N -3.035 2.156 -1.036 -0.018
C -3.401 3.007 -0.046 -0.011
C -2.752 3.048 1.141 0.029
C -1.672 2.137 1.327 -0.340
N -1.347 1.292 0.356 0.110
C -1.970 1.300 -0.833 -0.573
O -1.575 0.545 -1.744 -0.025
N -0.962 2.088 2.452 0.229
H -4.494 2.862 -2.353 0.101
H -4.136 1.124 -2.497 0.100
H -2.991 2.303 -3.126 0.101
H -4.241 3.653 -0.261 0.144
H -3.044 3.740 1.915 0.122
H -1.156 2.695 3.228 0.130
H -0.191 1.440 2.520 0.125
C -1.450 -4.093 1.273 -0.151
C -2.664 -3.172 1.410 -0.410
P -2.560 -1.750 0.227 0.992
C -4.066 -0.744 0.701 -0.398
C -5.199 -1.421 1.472 -0.141
C -3.115 -2.563 -1.352 -0.404
C -4.563 -3.027 -1.478 -0.141
H -1.539 -4.950 1.941 0.078
H -0.532 -3.559 1.521 0.060
H -1.357 -4.476 0.255 0.054
H -2.692 -2.755 2.419 0.079
H -3.591 -3.723 1.247 0.072
H -4.452 -0.319 -0.231 0.064
H -3.701 0.097 1.298 0.053
H -5.625 -2.264 0.933 0.057
H -6.003 -0.702 1.640 0.076
H -4.857 -1.769 2.445 0.068
H -2.446 -3.418 -1.490 0.059
H -2.883 -1.851 -2.150 0.060
H -4.840 -3.730 -0.693 0.064
H -4.703 -3.536 -2.432 0.076
H -5.260 -2.189 -1.448 0.064

=====

3.
59
Properties=species:S:1:pos:R:3:lowdin_charge:R:1 method="wB97M-V/def2-TZVPD" homo_energy_ha=-0.307 largest_force_ev_per_a=0.61 de_lowest_kcal_mol=55.00 total_energy_ev=-35507.798 smiles="COc1cc(OC)cc(C(=O)NC2CCN(CCCOc3ccccc3)CC2)c1" orbital_gap_ev=8.93
C -5.111 -0.533 -3.553 -0.089
H -5.114 0.562 -3.540 0.097
O -5.888 -1.065 -2.509 -0.080
C -5.548 -0.763 -1.223 -0.260
C -4.461 0.013 -0.852 0.014
C -4.233 0.261 0.502 -0.130
C -5.078 -0.255 1.465 0.057
C -6.160 -1.057 1.093 -0.258
C -6.388 -1.308 -0.250 0.061
H -7.213 -1.911 -0.594 0.116
O -6.920 -1.538 2.109 -0.072
C -8.033 -2.340 1.796 -0.086
H -8.485 -2.602 2.752 0.093
H -7.735 -3.255 1.274 0.096
H -8.762 -1.796 1.188 0.097
H -4.906 -0.044 2.508 0.131
C -3.087 1.111 0.949 -0.444
O -3.173 1.913 1.856 0.077
N -1.943 0.907 0.250 0.102
H -1.906 0.153 -0.418 0.140
C -0.699 1.580 0.558 -0.319
C 0.321 0.615 1.166 -0.113
C 1.633 1.363 1.438 -0.179
N 2.184 1.993 0.257 -0.179
C 1.230 2.898 -0.344 -0.181
C -0.107 2.228 -0.695 -0.121
H -0.799 2.967 -1.099 0.118
H 0.055 1.459 -1.456 0.110
H 1.680 3.337 -1.237 0.120
H 1.043 3.704 0.373 0.124
C 2.848 1.091 -0.670 -0.192
C 4.323 1.484 -0.828 -0.141
C 5.055 1.381 0.512 -0.196
O 4.968 0.095 1.089 -0.060
C 5.697 -0.935 0.577 -0.270
C 5.418 -2.190 1.124 -0.012
C 6.105 -3.308 0.699 -0.090
C 7.082 -3.199 -0.278 -0.107
C 7.363 -1.959 -0.819 -0.089
C 6.679 -0.828 -0.401 -0.030
H 6.928 0.125 -0.841 0.103
H 8.124 -1.860 -1.579 0.103
H 7.619 -4.074 -0.613 0.097
H 5.877 -4.271 1.132 0.103
H 4.658 -2.257 1.886 0.115
H 6.102 1.694 0.410 0.121
H 4.560 2.037 1.231 0.123
H 4.394 2.515 -1.177 0.117
H 4.787 0.828 -1.567 0.105
H 2.808 0.064 -0.298 0.120
H 2.373 1.107 -1.657 0.117
H 2.381 0.684 1.850 0.116
H 1.445 2.152 2.174 0.127
H -0.071 0.198 2.094 0.121
H 0.503 -0.208 0.469 0.116
H -0.954 2.353 1.291 0.151
H -3.816 0.460 -1.591 0.104
H -5.575 -0.882 -4.473 0.093
H -4.078 -0.894 -3.512 0.095

=====

4.
60
Properties=species:S:1:pos:R:3:lowdin_charge:R:1 method="wB97M-V/def2-TZVPD" homo_energy_ha=-0.281 largest_force_ev_per_a=0.60 de_lowest_kcal_mol=63.81 total_energy_ev=-37554.139 smiles="COc1ccc(N2CCN(C(=O)CCc3cc(OC)c(OC)c(OC)c3)CC2)cc1" orbital_gap_ev=8.16
C 9.511 1.284 -0.328 -0.098
H 9.487 1.377 0.763 0.094
O 8.328 1.764 -0.915 -0.091
C 7.150 1.146 -0.599 -0.284
C 7.016 0.072 0.273 -0.022
C 5.769 -0.471 0.519 -0.020
C 4.621 0.020 -0.100 -0.238
C 4.768 1.099 -0.974 -0.021
C 6.008 1.653 -1.213 -0.004
H 6.116 2.485 -1.892 0.118
H 3.914 1.510 -1.489 0.102
N 3.378 -0.539 0.220 -0.114
C 2.174 0.167 -0.152 -0.155
H 2.318 1.235 0.018 0.124
C 1.019 -0.322 0.737 -0.130
N 0.856 -1.748 0.598 -0.055
C -0.160 -2.418 0.000 -0.462
O -0.112 -3.623 -0.164 0.053
C -1.393 -1.623 -0.391 -0.091
H -1.137 -0.685 -0.883 0.115
H -1.952 -2.235 -1.100 0.124
C -2.275 -1.362 0.843 -0.135
C -3.497 -0.580 0.454 -0.233
C -4.563 -1.222 -0.161 0.020
C -5.682 -0.505 -0.551 -0.186
C -5.749 0.886 -0.337 -0.131
C -4.661 1.533 0.263 -0.181
C -3.553 0.788 0.657 0.015
H -2.715 1.278 1.127 0.103
O -4.742 2.895 0.422 -0.105
C -3.706 3.558 1.100 -0.083
H -3.577 3.174 2.118 0.098
H -2.756 3.488 0.560 0.095
H -4.013 4.602 1.148 0.095
O -6.893 1.480 -0.792 -0.054
C -7.386 2.631 -0.145 -0.073
H -8.419 2.728 -0.481 0.093
H -6.827 3.527 -0.423 0.086
H -7.368 2.519 0.942 0.101
O -6.781 -1.047 -1.144 -0.060
C -6.781 -2.425 -1.418 -0.083
H -6.707 -3.021 -0.501 0.096
H -5.967 -2.703 -2.096 0.097
H -7.735 -2.628 -1.900 0.094
H -4.509 -2.287 -0.314 0.113
H -1.705 -0.818 1.598 0.112
H -2.565 -2.325 1.267 0.129
C 2.070 -2.459 0.942 -0.115
C 3.215 -1.972 0.055 -0.134
H 4.137 -2.484 0.325 0.114
H 2.978 -2.217 -0.994 0.138
H 1.891 -3.524 0.790 0.122
H 2.308 -2.268 1.993 0.132
H 0.107 0.210 0.479 0.108
H 1.270 -0.106 1.782 0.134
H 1.905 0.001 -1.210 0.134
H 5.690 -1.288 1.220 0.110
H 7.872 -0.347 0.777 0.102
H 9.700 0.239 -0.598 0.094
H 10.311 1.907 -0.723 0.092